[1]
{
  "formula": "C9H17F6I2IrNO4PS2",
  "method": "wB97M-V/def2-TZVPD",
  "s2": 0.78,
  "de_lowest_kj_mol": 326.48,
  "spin_multiplicity": 2,
  "e_lumo_ev": [-14.85, -14.76],
  "charge": 3,
  "symbols": ["Ir", "F", "C", "F", "F", "S", "O", "O", "N", "S", "O", "O", "C", "F", "F", "F", "I", "C", "I", "H", "H", "C", "C", "P", "C", "C", "C", "C", "H", "H", "H", "H", "H", "H", "H", "H", "H", "H", "H", "H", "H", "H", "H"],
  "xyz": [[-0.23593, -0.67260, 0.49341], [0.82332, -2.82661, -1.72839], [0.06611, -2.70560, -2.83183], [0.56742, -3.36039, -3.82373], [-1.15032, -3.11761, -2.51277], [-0.03552, -0.80691, -3.02694], [-0.72004, -0.49327, -1.75881], [-0.73837, -0.39803, -4.16786], [1.49283, -0.44419, -2.95694], [2.37237, 0.09928, -1.77429], [1.64414, 0.04838, -0.50511], [3.71145, -0.29553, -1.74936], [2.22802, 1.99508, -2.17029], [2.93391, 2.66174, -1.30065], [2.55679, 2.24575, -3.39656], [0.92733, 2.22866, -1.96723], [1.30316, -0.61910, 2.87627], [0.92928, -2.75324, 3.02044], [-0.50565, -3.29784, 1.48798], [0.51811, -2.99936, 4.00663], [1.85784, -3.30242, 2.83671], [-2.89271, 1.00923, 3.16534], [-3.51910, 0.37428, 1.94381], [-2.46204, 0.42634, 0.41445], [-3.55927, -0.20430, -0.96640], [-5.04213, 0.00857, -0.81915], [-2.26348, 2.23929, -0.01720], [-3.53200, 2.96041, -0.38250], [-3.53441, 0.82426, 4.03294], [-2.82192, 2.09293, 3.07380], [-1.91042, 0.60065, 3.40441], [-4.47231, 0.85656, 1.71723], [-3.71630, -0.68520, 2.13748], [-3.34556, -1.27603, -1.02556], [-3.17449, 0.25499, -1.88232], [-5.47666, -0.53724, 0.01660], [-5.53526, -0.35923, -1.73005], [-5.33483, 1.06245, -0.76765], [-1.53888, 2.27707, -0.83378], [-1.81830, 2.67764, 0.88300], [-3.91916, 2.68108, -1.36384], [-3.31223, 4.03332, -0.48363], [-4.30098, 2.89324, 0.38571]],
  "forces_ev_per_angstrom": [[2.00, -0.01, -1.90], [0.43, -0.42, 0.32], [-0.38, 1.19, -0.09], [-0.01, 0.17, -0.02], [-0.33, -0.31, -0.15], [2.74, -1.90, -0.63], [-1.39, 0.44, 3.76], [-0.21, 0.25, -0.34], [-0.29, -0.24, 0.11], [-0.59, 2.25, -4.17], [-2.67, -0.75, 4.13], [0.71, -0.74, 0.25], [-0.02, -1.05, 0.55], [0.28, 0.19, 0.10], [0.11, -0.11, 0.02], [-0.31, 0.24, -0.10], [-1.24, -0.60, -1.31], [0.02, -0.21, 0.27], [0.25, 1.96, -0.34], [-0.05, 0.21, -0.30], [-0.15, 0.22, -0.16], [-0.08, 0.33, 0.51], [1.24, -0.95, 0.33], [-2.66, 1.20, -0.89], [1.55, -0.82, -0.05], [-1.03, 0.46, 0.14], [1.92, -0.65, 0.78], [-0.90, 0.38, -0.39], [0.08, -0.01, -0.13], [0.13, -0.01, -0.04], [0.05, 0.00, 0.00], [0.09, 0.01, -0.58], [-0.19, 0.04, -0.11], [-0.05, -0.03, -0.26], [0.10, -0.08, 0.17], [0.00, 0.04, 0.01], [0.31, -0.12, 0.16], [0.15, -0.26, 0.20], [0.09, 0.11, 0.05], [0.14, 0.11, -0.22], [-0.07, -0.20, 0.21], [0.31, -0.25, 0.19], [-0.09, -0.09, -0.10]]
}

=====

[2]
{
  "formula": "C15H36Cl3FeO4SbSi2",
  "method": "wB97M-V/def2-TZVPD",
  "s2": 8.77,
  "de_lowest_kj_mol": 23.30,
  "spin_multiplicity": 6,
  "e_lumo_ev": [-2.17, -3.15],
  "charge": 1,
  "symbols": ["Fe", "C", "C", "O", "C", "C", "O", "C", "C", "O", "C", "C", "O", "H", "H", "H", "H", "H", "H", "H", "H", "H", "H", "H", "H", "H", "H", "H", "H", "Cl", "Si", "Cl", "Cl", "C", "Si", "C", "C", "C", "H", "H", "H", "H", "H", "H", "H", "H", "H", "H", "H", "C", "Sb", "C", "C", "H", "H", "H", "H", "H", "H", "H", "H", "H"],
  "xyz": [[0.34771, 0.14916, -0.61272], [1.81282, -2.46217, 0.19308], [0.47941, -2.92829, -0.35048], [0.11426, -1.98125, -1.34936], [-1.04707, -2.29148, -2.11910], [-2.30966, -1.99732, -1.34141], [-2.19644, -0.65713, -0.87993], [-2.84051, -0.37257, 0.35245], [-2.04070, -0.92185, 1.50579], [-0.67869, -0.54474, 1.31145], [0.16337, -1.04082, 2.35221], [1.59087, -0.77065, 1.93844], [1.76409, -1.08016, 0.55941], [2.56438, -2.53159, -0.59310], [2.13071, -3.07270, 1.04034], [-0.29091, -2.98699, 0.42446], [0.59915, -3.92047, -0.79518], [-1.02434, -3.33984, -2.42756], [-0.98382, -1.66552, -3.00919], [-2.43226, -2.69009, -0.50446], [-3.18264, -2.09644, -1.99313], [-3.86105, -0.76466, 0.37234], [-2.88778, 0.71282, 0.41777], [-2.09631, -2.01557, 1.56631], [-2.41735, -0.51395, 2.44741], [-0.02867, -2.11264, 2.47828], [-0.06279, -0.54107, 3.29859], [2.29494, -1.32936, 2.55839], [1.82554, 0.29074, 2.01884], [1.93913, 1.30089, -4.00273], [2.40662, 0.21372, -2.23965], [2.18971, 1.82833, -0.61457], [4.47004, 0.09528, -2.35395], [-2.01888, 4.60092, 3.31616], [-1.11829, 2.98121, 3.52305], [0.40934, 3.16142, 4.57308], [-2.29505, 1.75497, 4.31379], [-0.59023, 2.39202, 1.83652], [-2.29118, 5.01361, 4.28986], [-2.93981, 4.46401, 2.74507], [-1.40826, 5.34147, 2.79830], [0.17022, 3.62810, 5.53026], [1.15813, 3.78304, 4.07964], [0.86611, 2.19223, 4.78707], [-2.67045, 2.17511, 5.24981], [-1.81722, 0.80342, 4.55659], [-3.16308, 1.55737, 3.68020], [0.45784, 2.27228, 1.58083], [-1.26769, 2.38329, 0.98885], [-0.17636, 3.83558, -2.76984], [-1.05096, 1.98542, -2.21877], [-2.82207, 2.84989, -1.38575], [-1.90061, 1.40586, -4.07395], [-0.94737, 4.43054, -3.25750], [0.65926, 3.67882, -3.44404], [0.17530, 4.35254, -1.87896], [-3.27705, 3.46966, -2.15745], [-2.56632, 3.48285, -0.53723], [-3.54439, 2.09819, -1.07570], [-2.33545, 2.29425, -4.52834], [-2.68071, 0.66306, -3.91639], [-1.13246, 1.00024, -4.72829]],
  "forces_ev_per_angstrom": [[0.06, -0.47, -0.35], [0.09, -0.03, -0.03], [-0.02, -0.07, -0.04], [-0.16, 0.02, 0.10], [0.02, -0.16, 0.01], [-0.02, 0.06, -0.04], [-0.03, 0.09, -0.06], [-0.01, -0.01, -0.07], [-0.03, -0.01, 0.08], [0.04, 0.01, 0.05], [-0.02, 0.00, 0.09], [0.02, 0.04, 0.04], [0.03, 0.00, 0.07], [0.00, -0.01, 0.01], [-0.02, 0.01, 0.02], [0.03, 0.00, 0.01], [-0.02, 0.01, -0.03], [0.02, 0.02, -0.02], [0.00, 0.05, 0.03], [0.03, 0.00, 0.01], [0.00, -0.04, 0.02], [0.00, -0.01, 0.01], [0.02, 0.01, 0.03], [0.00, 0.02, -0.01], [0.03, 0.02, 0.02], [0.03, 0.01, 0.00], [-0.02, 0.02, -0.03], [-0.02, -0.03, -0.02], [0.00, 0.00, 0.01], [0.12, -0.06, 0.10], [-0.19, 0.27, -0.37], [0.05, 0.22, 0.11], [-0.05, -0.10, 0.11], [-0.03, 0.06, 0.01], [0.02, -0.04, -0.12], [0.04, 0.00, 0.05], [-0.05, -0.02, 0.03], [0.01, 0.22, 0.18], [-0.02, 0.01, 0.00], [-0.01, 0.01, -0.01], [0.01, 0.01, 0.00], [0.01, -0.01, 0.02], [0.01, 0.02, 0.00], [0.01, -0.01, 0.00], [-0.02, -0.03, 0.02], [0.01, -0.02, -0.01], [-0.01, 0.00, -0.01], [0.00, -0.03, -0.08], [0.01, -0.07, -0.05], [-0.01, 0.02, 0.03], [0.00, 0.03, 0.20], [0.00, 0.00, -0.04], [0.05, -0.06, -0.01], [0.02, 0.03, -0.01], [0.01, -0.01, -0.01], [0.00, 0.00, 0.02], [-0.01, 0.02, 0.01], [-0.01, 0.01, 0.01], [-0.01, -0.02, -0.03], [-0.02, -0.02, -0.04], [-0.01, -0.01, 0.01], [0.01, 0.00, -0.01]]
}

=====

[3]
{
  "formula": "CH7O3",
  "method": "wB97M-V/def2-TZVPD",
  "de_lowest_kj_mol": 76.94,
  "spin_multiplicity": 1,
  "e_lumo_ev": 4.47,
  "charge": -1,
  "symbols": ["C", "O", "H", "H", "H", "H", "H", "O", "H", "H", "O"],
  "xyz": [[0.26508, 0.80223, 0.08094], [0.14417, -0.53415, -0.19887], [0.88663, 1.20981, -0.71206], [-0.77648, 1.39632, 0.05727], [0.89397, 0.94637, 1.06413], [-2.52937, -0.07412, -0.83333], [-1.26076, -0.10803, -1.72507], [-2.18365, 0.23238, -1.73974], [1.37774, -1.60700, 2.05582], [1.20929, -1.05762, 0.58183], [1.97338, -1.20618, 1.36907]],
  "forces_ev_per_angstrom": [[-0.23, 0.46, 0.86], [-0.59, -0.66, 0.06], [0.21, 1.07, -0.29], [2.01, -0.91, 0.45], [-1.41, 0.25, -1.26], [1.10, 0.68, -2.10], [-0.31, 0.06, 0.59], [-0.77, -0.88, 1.61], [1.02, 0.57, -0.86], [0.50, 0.30, 0.58], [-1.53, -0.96, 0.37]]
}

=====

[4]
{
  "formula": "C5H6N",
  "method": "wB97M-V/def2-TZVPD",
  "de_lowest_kj_mol": 569.51,
  "spin_multiplicity": 1,
  "e_lumo_ev": -7.70,
  "charge": 1,
  "symbols": ["C", "C", "C", "C", "C", "N", "H", "H", "H", "H", "H", "H"],
  "xyz": [[1.26656, -0.99983, 1.30819], [0.04832, -1.52250, 0.91077], [-0.90791, -0.79089, 0.31195], [-0.20305, 0.41016, 0.13215], [-0.22134, 1.00984, -1.28352], [1.07891, 0.18520, 0.74122], [2.15842, -1.57825, 1.59571], [-1.88368, -1.29385, 0.35925], [-0.63344, 1.26122, 0.74604], [-1.30263, 1.20487, -1.52894], [0.10195, 0.26419, -1.96389], [0.49787, 1.84984, -1.32894]],
  "forces_ev_per_angstrom": [[1.61, 0.91, -0.99], [-0.97, 2.65, -1.31], [-2.19, -4.81, 1.94], [-1.39, 2.92, 0.24], [-0.26, 0.25, 0.21], [2.62, -2.85, 1.24], [-0.30, 1.16, 0.36], [-0.11, 1.23, -0.99], [0.10, -1.00, -0.17], [1.28, 0.37, 0.27], [0.45, -0.68, -0.79], [-0.85, -0.16, -0.02]]
}